(1)
17
Properties=species:S:1:pos:R:3:forces:R:3 method="wB97M-V/def2-TZVPD" largest_force_ev_per_a=3.3 lumo_energy_ev=-7.04 molar_mass_da=87.1 e_tot_ev=-7297.2645 total_charge=+1
C -2.494 1.255 1.115 -0.061 0.848 -2.148
C -1.175 0.581 1.082 1.163 1.638 -1.603
C -0.065 1.060 0.334 -1.109 0.190 -0.387
C 1.237 0.607 0.332 0.970 0.689 0.535
N 2.331 1.255 -0.357 -1.222 -1.683 2.615
N 0.158 -3.896 -1.829 -2.015 0.060 -0.431
H -3.360 0.603 0.773 1.116 0.359 0.735
H -2.463 2.122 0.376 -0.107 -1.007 1.010
H -0.961 -0.266 1.639 -0.046 -1.726 1.302
H 1.005 -4.144 -1.405 1.273 -0.502 0.288
H -0.222 1.918 -0.289 -0.282 0.470 -0.209
H 1.506 -0.245 0.959 0.093 0.110 -0.014
H 2.169 1.296 -1.312 -0.498 0.538 -2.198
H 2.640 2.142 0.023 -0.007 -0.109 0.191
H 0.204 -3.018 -2.312 0.222 0.051 -0.262
H -2.713 1.679 2.099 -0.022 -0.354 0.167
H -0.244 -4.621 -2.428 0.532 0.428 0.409

(2)
15
Properties=species:S:1:pos:R:3:forces:R:3 method="wB97M-V/def2-TZVPD" largest_force_ev_per_a=4.0 lumo_energy_ev=0.31 smiles="C=C=NC.C=CI" molar_mass_da=209.0 e_tot_ev=-14902.2248
C -0.434 -0.695 0.985 0.103 -2.239 1.132
C 0.347 2.350 -0.969 0.209 0.445 -0.586
C 0.067 0.416 0.565 0.128 3.292 -2.324
C -3.913 -1.725 -2.393 2.114 -0.693 2.111
C -3.305 -1.406 -1.253 -2.027 0.722 0.336
N 0.448 1.483 0.127 0.157 -1.795 2.796
I -4.169 -0.045 0.273 0.469 -0.553 -1.332
H 0.274 -1.530 1.058 -0.498 0.120 -0.142
H -1.414 -0.792 1.456 0.451 0.284 -0.137
H 0.296 3.381 -0.590 0.064 -0.266 -0.240
H 1.244 2.253 -1.597 -0.338 0.083 0.056
H -0.551 2.134 -1.529 -0.236 0.021 -0.531
H -3.641 -2.619 -2.929 0.355 0.062 -0.287
H -4.710 -1.166 -2.697 -2.097 1.245 -0.989
H -2.551 -1.899 -0.720 1.147 -0.728 0.137

(3)
71
Properties=species:S:1:pos:R:3:forces:R:3 method="wB97M-V/def2-TZVPD" largest_force_ev_per_a=1.7 lumo_energy_ev=-0.34 smiles="C[C@H]1COC(=O)O1.C[C@H]1COC(=O)O1.C[C@H]1COC(=O)O1.O=S1(=O)OCCO1.O=S1(=O)OCCO1.ClC(Cl)Cl.ClC(Cl)Cl" molar_mass_da=793.3 e_tot_ev=-150731.0331
C -25.925 -19.190 2.985 0.108 -0.655 -0.664
Cl -27.354 -20.215 3.094 -0.091 0.036 0.259
Cl -26.025 -18.244 1.496 -0.133 0.515 -0.088
Cl -24.471 -20.185 2.867 -0.196 0.050 0.428
H -25.896 -18.524 3.838 0.122 -0.040 -0.001
C -23.595 -19.040 -1.175 -0.009 -0.993 0.138
Cl -22.003 -18.530 -1.683 -0.128 0.190 -0.151
Cl -23.514 -20.742 -0.601 0.048 0.325 -0.225
Cl -24.789 -18.936 -2.497 0.250 0.233 0.603
H -23.924 -18.481 -0.308 -0.026 0.310 -0.220
C -28.221 -16.131 -1.347 -1.049 1.139 -0.129
C -27.717 -16.299 -2.765 0.705 -0.190 0.120
C -28.046 -17.659 -3.361 0.089 -0.255 0.923
O -28.487 -17.387 -4.676 -0.139 0.075 -0.315
C -28.696 -16.052 -4.809 0.049 0.666 0.159
O -29.138 -15.476 -5.748 -0.067 -0.659 -0.259
O -28.316 -15.396 -3.694 -0.182 -0.079 0.553
H -28.095 -15.104 -0.995 0.649 -0.107 -0.004
H -27.818 -16.834 -0.623 0.236 -0.082 -0.184
H -29.315 -16.193 -1.327 0.034 -0.525 -0.178
H -26.640 -16.130 -2.830 -0.118 0.005 0.129
H -28.813 -18.141 -2.747 -0.310 -0.046 -0.429
H -27.177 -18.313 -3.331 -0.067 -0.011 -0.484
C -20.648 -15.567 5.222 0.393 -0.351 0.669
C -20.590 -16.915 4.533 -0.548 0.966 -0.897
C -21.773 -17.840 4.806 0.935 -1.069 0.591
O -22.088 -18.395 3.527 0.072 0.317 0.245
C -21.556 -17.601 2.575 -0.161 -0.037 -0.273
O -21.834 -17.672 1.417 -0.061 0.018 -0.034
O -20.701 -16.719 3.099 -0.113 0.257 -0.041
H -20.509 -15.739 6.294 0.020 0.044 -0.004
H -21.601 -15.051 5.119 -0.057 -0.146 -0.316
H -19.835 -14.916 4.906 -0.037 -0.019 -0.142
H -19.625 -17.411 4.638 -0.090 -0.036 0.494
H -22.670 -17.432 5.269 0.096 0.454 -0.185
H -21.388 -18.629 5.456 -0.432 -0.207 -0.067
C -21.674 -21.833 -4.993 -0.005 -1.130 0.683
C -23.166 -21.641 -4.843 0.702 0.525 -0.876
C -23.728 -20.387 -5.521 0.344 -0.364 0.263
O -24.737 -20.893 -6.379 -0.272 0.502 -0.181
C -24.751 -22.237 -6.374 -1.123 0.166 0.104
O -25.580 -22.874 -6.952 0.646 -0.133 0.044
O -23.803 -22.714 -5.559 -0.010 -0.325 0.439
H -21.358 -22.026 -6.018 -0.238 0.442 -0.171
H -21.479 -22.781 -4.478 0.350 0.194 0.107
H -21.072 -21.055 -4.528 -0.120 0.112 -0.023
H -23.462 -21.636 -3.793 -0.004 -0.405 -0.017
H -22.983 -19.863 -6.120 -0.053 0.097 0.094
H -24.140 -19.764 -4.730 -0.146 0.326 -0.609
C -25.514 -23.756 -1.199 -0.632 -0.296 0.308
C -25.203 -23.738 -2.664 -0.219 -1.211 -0.971
O -23.773 -23.928 -2.764 0.244 0.436 0.694
S -23.212 -24.730 -1.478 0.540 -0.476 -0.236
O -22.247 -23.927 -0.782 -0.951 -0.206 -0.425
O -22.806 -26.054 -1.877 -1.001 1.319 0.553
O -24.632 -24.750 -0.673 1.486 -0.325 -0.290
H -26.503 -24.174 -1.013 -0.094 0.348 -0.049
H -25.393 -22.802 -0.687 0.155 -0.031 -0.035
H -25.598 -22.906 -3.244 0.678 0.458 0.241
H -25.614 -24.620 -3.160 -0.253 -0.039 0.210
C -24.157 -15.289 0.334 -0.975 0.055 -0.232
C -22.928 -14.556 -0.160 1.107 -0.714 -0.256
O -23.286 -13.912 -1.385 -1.227 -0.142 -0.585
S -24.492 -14.701 -2.138 0.298 -0.402 0.760
O -23.993 -15.483 -3.224 -0.100 0.254 0.784
O -25.587 -13.823 -2.364 0.372 0.023 0.234
O -24.850 -15.689 -0.870 0.492 0.502 -1.240
H -24.868 -14.676 0.891 0.256 0.180 0.146
H -23.986 -16.226 0.857 0.467 0.208 0.187
H -22.139 -15.273 -0.407 -0.076 -0.111 0.153
H -22.478 -13.808 0.487 -0.427 0.069 0.170

(4)
20
Properties=species:S:1:pos:R:3:forces:R:3 method="wB97M-V/def2-TZVPD" largest_force_ev_per_a=0.5 lumo_energy_ev=3.41 molar_mass_da=410.7 e_tot_ev=-28592.9934 total_charge=-2
Cs 1.824 0.580 -0.451 0.163 -0.025 0.446
C -0.218 -2.088 2.548 0.019 -0.002 -0.015
C -0.685 -0.795 1.949 0.067 -0.096 -0.096
C -0.388 0.401 2.602 -0.165 0.006 0.191
C -0.761 1.618 2.056 0.048 0.084 -0.095
C -1.394 1.666 0.821 -0.034 0.062 -0.071
C -1.666 0.486 0.143 -0.137 0.006 -0.051
C -1.317 -0.735 0.714 -0.026 -0.034 -0.096
H -0.690 -2.268 3.516 0.003 -0.004 0.009
H 0.865 -2.012 2.714 0.005 -0.010 0.010
H -0.432 -2.934 1.892 -0.002 -0.002 0.010
H 0.129 0.370 3.550 0.179 0.025 -0.028
H -0.501 2.530 2.576 -0.005 0.020 0.013
H -1.665 2.617 0.376 -0.002 0.022 0.025
H -2.153 0.513 -0.825 -0.009 -0.011 -0.001
H -1.532 -1.652 0.174 0.014 -0.030 0.034
Te 3.250 0.269 2.757 -0.103 -0.014 -0.240
S 2.835 0.534 -7.587 -0.043 -0.003 -0.159
C 2.400 0.472 -9.199 0.016 0.004 0.077
N 2.097 0.428 -10.325 0.012 0.002 0.033

(5)
32
Properties=species:S:1:pos:R:3:forces:R:3 method="wB97M-V/def2-TZVPD" largest_force_ev_per_a=9.0 lumo_energy_ev=-0.87 smiles="CC(C)=N[C@H]1C(=O)N[C@@](CC(=O)I)([PH2]=O)[C@H]1N" molar_mass_da=371.1 e_tot_ev=-37569.5409
C -3.573 -1.380 0.078 0.563 -0.449 -1.594
C -2.940 -0.085 -0.769 1.360 0.996 1.111
C -3.311 -0.075 -2.390 -0.404 -0.779 0.592
N -2.132 0.885 -0.164 -0.048 -3.831 -4.491
C -0.740 0.279 0.093 -1.166 -0.424 3.853
C 0.128 -0.250 -1.194 -0.352 -2.392 -4.295
O -0.213 -0.986 -2.263 1.753 4.954 7.056
N 1.569 0.235 -0.987 -1.384 -0.663 0.722
C 1.708 0.307 0.518 -0.890 2.050 1.196
C 1.797 -1.061 1.413 -0.043 -0.267 0.056
C 2.794 -2.221 0.832 -1.092 -6.344 4.283
O 2.721 -3.437 1.443 0.398 8.071 -4.062
I 4.261 -2.031 -0.775 -1.083 0.055 1.069
P 3.189 1.328 1.260 3.185 -2.928 -0.032
O 4.406 0.427 1.711 -3.614 2.686 -1.032
C 0.371 1.243 0.885 -1.343 -0.765 -0.609
N 0.266 2.620 0.270 1.286 -0.808 -0.651
H -2.788 -1.836 0.822 -1.722 1.174 -1.196
H -4.586 -1.061 0.570 2.140 -0.423 -0.738
H -3.828 -2.240 -0.706 0.525 1.890 1.735
H -3.389 -1.221 -2.716 0.168 2.483 0.883
H -4.367 0.392 -2.605 2.135 -0.679 0.392
H -2.439 0.382 -3.026 -1.869 -0.556 1.554
H -1.015 -0.494 0.960 1.353 0.604 -2.237
H 1.728 1.198 -1.408 -0.399 -1.729 0.538
H 0.753 -1.582 1.620 2.222 1.052 -0.745
H 2.214 -0.765 2.492 -0.714 -0.749 -2.423
H 3.594 2.230 0.188 -0.583 -0.260 0.846
H 2.615 2.119 2.354 0.232 -0.502 -1.092
H 0.222 1.386 2.044 0.036 -0.719 -2.271
H 1.193 3.071 0.110 -0.955 -0.431 0.400
H -0.207 2.621 -0.660 0.304 -0.316 1.182

(6)
78
Properties=species:S:1:pos:R:3:forces:R:3 method="wB97M-V/def2-TZVPD" largest_force_ev_per_a=4.3 lumo_energy_ev="-1.21 / -0.88" molar_mass_da=933.5 spin_multiplicity=3 e_tot_ev=-134491.1580
Co 11.622 11.583 12.068 -0.777 -0.482 0.180
Cl 8.140 15.087 7.180 0.225 -0.622 0.652
C 8.950 13.783 8.126 -0.850 3.915 0.730
C 9.355 12.740 7.461 -0.563 -3.190 -2.793
C 10.011 11.706 8.134 -0.046 0.696 0.766
I 10.043 9.863 7.325 0.393 -1.104 -0.592
C 10.412 11.864 9.447 1.584 -1.251 1.367
O 11.153 10.962 10.068 -0.504 1.019 0.682
C 10.011 13.040 10.176 -0.649 0.290 -0.515
N 10.299 13.174 11.505 0.165 -0.146 -0.078
C 9.778 14.214 12.144 0.426 -0.143 0.198
C 9.041 15.226 11.523 -0.095 0.728 0.483
C 8.882 15.195 10.185 -0.624 -0.708 -0.993
C 9.254 14.007 9.500 -0.112 1.020 -0.598
H 8.996 12.522 6.409 0.666 0.614 1.317
H 10.002 14.379 13.190 0.115 -0.572 0.107
H 8.630 16.073 12.083 0.436 -0.414 0.047
H 8.392 16.009 9.645 0.114 -0.349 0.148
Cl 10.934 11.678 17.014 0.370 -0.083 0.598
C 9.924 10.802 15.906 0.846 0.529 -1.140
Cl 9.420 11.891 14.620 -0.194 0.386 -0.865
H 9.023 10.501 16.329 -1.197 -0.659 1.152
H 10.449 9.990 15.429 0.327 -0.192 0.097
C 11.258 16.821 7.090 2.125 -0.477 1.335
C 11.895 15.946 8.208 1.605 -0.893 -0.277
C 12.585 14.755 7.857 -1.631 1.482 0.817
C 13.054 13.836 8.835 0.118 -0.299 -3.143
C 13.590 12.551 8.222 0.347 0.023 -1.375
C 13.046 14.160 10.161 -0.362 0.721 0.161
Te 13.806 12.614 11.443 0.369 0.367 -0.088
N 12.375 10.259 13.121 -0.903 1.341 -0.538
C 13.533 9.682 13.312 1.631 -1.729 -0.571
O 14.652 10.242 13.381 -1.235 -0.267 0.096
C 13.433 8.092 13.302 0.297 2.194 0.709
C 12.427 7.480 12.582 -1.067 0.487 -1.305
C 12.397 6.095 12.532 3.059 0.417 2.005
C 13.470 5.407 13.216 -2.284 -2.236 -2.029
C 14.501 6.034 13.849 0.463 -0.598 1.048
C 14.418 7.381 13.974 1.267 3.076 0.342
C 14.974 13.902 12.652 1.188 -0.117 0.582
C 15.996 14.599 11.975 -0.607 0.777 -1.077
C 16.110 14.720 10.468 0.816 -3.312 0.358
C 16.771 15.562 12.604 -1.819 -1.341 2.721
C 16.538 15.751 13.976 0.465 1.121 -0.764
C 17.266 16.828 14.709 -0.927 1.350 -0.005
C 15.597 15.022 14.697 1.470 0.096 -1.684
C 14.911 14.015 14.060 -1.191 -0.432 0.091
C 14.158 13.075 14.952 -1.598 -0.546 0.075
C 12.528 15.448 10.496 0.591 -1.136 2.462
C 12.579 15.878 11.963 -1.008 -0.692 -0.278
C 11.955 16.290 9.591 -0.279 -0.930 -2.286
H 10.304 17.059 7.474 -1.413 0.258 -0.261
H 11.268 16.277 6.125 -0.243 0.524 0.616
H 11.821 17.781 7.048 -0.264 -0.627 -0.315
H 12.602 14.564 6.786 0.227 -0.546 0.256
H 13.423 12.394 7.112 -0.036 0.964 1.118
H 13.150 11.661 8.595 -0.477 -0.823 0.964
H 14.667 12.466 8.337 0.257 -0.010 0.250
H 11.734 8.136 11.964 0.769 -1.053 0.954
H 11.713 5.544 11.970 -1.105 -0.715 -0.713
H 13.436 4.279 13.119 0.250 1.427 0.243
H 15.343 5.538 14.338 -0.455 -0.258 -0.311
H 15.204 8.009 14.511 -1.090 -1.056 -0.767
H 15.920 13.731 9.970 0.066 0.744 0.313
H 17.143 14.956 10.181 -0.583 0.605 -0.024
H 15.310 15.340 10.200 -0.591 1.363 -1.083
H 17.380 16.200 12.038 1.000 0.637 -0.496
H 17.782 16.378 15.524 0.563 -0.108 0.845
H 16.527 17.575 15.118 0.708 -0.723 -0.224
H 17.972 17.405 14.110 -0.007 -0.252 -0.108
H 15.564 15.225 15.739 -0.413 -0.217 0.797
H 13.825 13.531 15.915 0.640 -0.176 -0.657
H 14.801 12.202 15.136 -0.303 0.164 0.093
H 13.202 12.675 14.513 0.946 0.276 0.100
H 12.244 15.096 12.681 0.042 0.450 -0.604
H 12.036 16.793 12.122 -0.726 0.254 0.021
H 13.546 16.138 12.284 1.654 0.101 0.203
H 11.477 17.168 9.923 -0.374 1.072 0.459

(7)
15
Properties=species:S:1:pos:R:3:forces:R:3 method="wB97M-V/def2-TZVPD" largest_force_ev_per_a=3.9 lumo_energy_ev=-0.75 smiles="S=C(CCl)SCCS" molar_mass_da=186.8 e_tot_ev=-49287.7283
C 2.538 0.703 0.481 -0.145 -0.125 2.036
C 1.312 -0.023 1.214 1.652 0.618 0.712
C -0.944 0.285 -0.325 1.353 1.318 0.775
C -2.065 -0.306 -1.040 -0.158 -2.902 1.441
H 3.726 0.138 -1.838 -0.934 -1.702 3.226
H 3.251 0.955 1.372 -1.203 -0.023 -1.846
H 2.242 1.593 -0.088 0.302 -0.483 0.099
H 1.938 -0.715 1.803 -0.959 -0.709 -0.241
H 0.734 0.500 2.014 0.589 0.362 -0.963
H -1.643 -1.292 -1.458 -1.528 1.215 0.376
H -2.428 0.372 -1.743 -1.008 0.740 -1.142
S 3.354 -0.646 -0.485 0.791 2.340 -3.030
S 0.157 -0.895 0.194 0.356 -1.328 0.313
S -0.678 1.875 -0.140 -0.469 0.493 -0.083
Cl -3.423 -0.638 0.286 1.361 0.188 -1.672

(8)
9
Properties=species:S:1:pos:R:3:forces:R:3 method="wB97M-V/def2-TZVPD" largest_force_ev_per_a=2.0 lumo_energy_ev=-0.64 smiles="O=[Si](Cl)Cl.Cl[SiH2]Cl" molar_mass_da=216.0 e_tot_ev=-67929.5251
O -0.032 -1.223 1.828 0.054 1.879 -0.508
Si 0.159 -0.983 -0.817 -0.538 -0.897 1.722
Si -0.129 -2.304 2.840 0.151 -1.116 -0.163
Cl -1.757 -1.760 -0.786 0.315 -0.223 -0.319
Cl 0.585 -2.597 4.641 0.465 0.512 1.131
Cl -0.830 -4.059 2.332 -0.750 -1.112 -0.426
Cl 1.547 -2.591 -0.289 -0.865 1.291 -0.217
H 0.677 -0.702 -2.077 0.453 -0.028 -1.835
H -0.160 0.371 -0.315 0.715 -0.307 0.616